Molecular formula: C5H5N
Method: DFT, ωB97M-V/def2-TZVPD

```
11
Properties=species:S:1:pos:R:3:forces:R:3:nbo_charge:R:1
C 0.18438 -0.20624 1.29414 1.44 1.00 -0.59 -0.28
C -0.65992 -0.51373 -0.97159 -0.47 1.55 -2.14 -0.30
C 0.77491 0.90786 0.85176 0.02 0.12 -0.24 -0.01
C 0.00103 0.61666 -1.32627 -3.52 -1.31 -1.62 -0.01
C 0.31489 -0.90694 0.01727 1.74 1.33 -1.54 -0.06
N 1.09410 0.54956 -0.53095 1.64 -3.91 3.30 -0.40
H -0.24594 -0.71045 2.09221 -0.56 0.12 1.90 0.22
H -1.47999 -1.11454 -1.29405 -0.62 0.17 -0.33 0.21
H 1.00501 1.93487 1.00881 -0.26 0.51 1.35 0.21
H -0.19118 1.45133 -1.95396 -0.34 0.57 -0.55 0.19
H 0.68195 -1.90434 -0.16215 0.94 -0.14 0.46 0.22
```
Positions in Å, forces in eV/Å.

Output
- orbital gap (eV) = 9.616
- multiplicity = 1
- ΔE to the lowest compared entry with this formula, charge and spin (kcal per mole) = 110.85
- highest occupied orbital energy (Eh) = -0.324
- molar mass (g mol⁻¹) = 79.1
- net charge = 0